No. 1
The molecule C24H32N2O3, computed with the ωB97M-V functional and the def2-TZVPD basis.

Computed properties:
**SMILES**: COC(=O)c1ccc(CN2CCN(CCCc3ccccc3)[C@@H](CCO)C2)cc1
**Molecular weight**: 396.531 g mol⁻¹
**Maximum force**: 0.63 eV/A
**Calculated total energy**: -34530.4234 eV
**2S+1**: 1
**Energy relative to the best compared isomer or geometry (same formula, charge and spin)**: 1.2858 eV

Geometry (Å):
C -0.4902 2.4738 8.8842
O -0.7385 2.1535 7.5249
C -1.2320 0.9246 7.2961
O -1.4539 0.1330 8.1806
C -1.4647 0.6616 5.8583
C -1.9691 -0.5823 5.4874
C -2.1944 -0.8725 4.1562
C -1.9276 0.0739 3.1747
C -2.1782 -0.2178 1.7210
N -1.0960 0.2837 0.8934
C 0.1356 -0.4525 1.1209
C 1.2761 0.1538 0.2946
N 0.9706 0.2401 -1.1247
C 1.0412 -1.0538 -1.7963
C 2.4779 -1.3792 -2.2166
C 2.5010 -2.4792 -3.2853
C 1.7481 -2.0509 -4.5150
C 0.5499 -2.6582 -4.8679
C -0.1656 -2.2255 -5.9713
C 0.3087 -1.1740 -6.7356
C 1.5054 -0.5655 -6.3958
C 2.2196 -1.0021 -5.2959
C -0.2805 0.9893 -1.2723
C -0.6327 1.3290 -2.7239
C 0.3879 2.2956 -3.3330
O 1.6859 1.7719 -3.3838
C -1.4301 0.3040 -0.5199
C -1.4283 1.3180 3.5496
C -1.1938 1.6131 4.8767
H -1.4163 2.4256 9.4612
H -0.0877 3.4835 8.8907
H 0.2264 1.7714 9.3153
H -2.1729 -1.3088 6.2594
H -2.5811 -1.8418 3.8753
H -2.3417 -1.3020 1.5774
H -3.0948 0.2992 1.4149
H 0.3855 -0.3900 2.1824
H 0.0106 -1.5218 0.8672
H 2.1819 -0.4394 0.4264
H 1.4712 1.1674 0.6566
H 0.6508 -1.8732 -1.1768
H 0.4356 -1.0098 -2.7003
H 2.9359 -0.4784 -2.6248
H 3.0667 -1.6980 -1.3543
H 2.0596 -3.3928 -2.8802
H 3.5402 -2.6929 -3.5467
H 0.1706 -3.4774 -4.2717
H -1.0971 -2.7081 -6.2311
H -0.2519 -0.8314 -7.5932
H 1.8817 0.2561 -6.9868
H 3.1480 -0.5169 -5.0356
H -0.1032 1.9418 -0.7524
H -1.6123 1.8098 -2.7358
H -0.6956 0.4342 -3.3436
H 0.3810 3.2323 -2.7510
H 0.1087 2.5322 -4.3639
H 1.8393 1.3317 -2.5303
H -2.3491 0.8814 -0.6467
H -1.6015 -0.7091 -0.9260
H -1.2174 2.0431 2.7788
H -0.8033 2.5766 5.1644

---

No. 2
A structure of composition C23H24N5P2PtS2, computed with the ωB97M-V functional and the def2-TZVPD basis.

Computed properties:
**Molecular weight**: 691.640 g mol⁻¹
**Maximum force**: 1.51 eV/A
**Calculated total energy**: -75179.4824 eV
**Charge**: +1
**2S+1**: 1
**Energy relative to the best compared isomer or geometry (same formula, charge and spin)**: 0.8895 eV

Geometry (Å):
Pt 0.2371 -0.5058 0.1206
C -2.2454 0.8672 1.8210
C -0.9451 1.1205 2.5143
C -0.9321 1.9733 3.6395
C 0.2067 2.1314 4.3626
C 1.3798 1.4398 3.9885
C 2.5725 1.5096 4.7367
C 3.6673 0.7946 4.3435
C 3.6278 0.0413 3.1586
C 2.4942 0.0052 2.3835
S 2.5468 -0.7991 0.8401
C 1.3315 0.6610 2.8135
N 0.1673 0.5326 2.1020
H -2.6194 1.7833 1.3600
H -2.9843 0.5267 2.5474
H -2.1212 0.1095 1.0557
H -1.8478 2.4771 3.9153
H 0.2281 2.7761 5.2324
H 2.5920 2.1310 5.6222
H 4.5741 0.8127 4.9321
H 4.4995 -0.5159 2.8396
C -1.3270 -3.0166 -2.6651
P -1.3862 -1.5476 -1.5883
C -3.0683 -1.6234 -0.9203
C -1.3434 -0.2336 -2.8323
C -2.4386 0.1667 -3.5821
C -2.2961 1.1676 -4.5355
C -1.0545 1.7412 -4.7610
C 0.0522 1.3231 -4.0331
C -0.0924 0.3421 -3.0623
P 1.2941 -0.2148 -2.0272
C 2.0789 -1.5284 -2.9967
C 2.5346 1.0890 -2.0021
H -2.2110 -2.9823 -3.3023
H -1.3376 -3.9279 -2.0667
H -0.4407 -3.0152 -3.2922
H -3.8124 -1.6289 -1.7158
H -3.2455 -0.7816 -0.2555
H -3.1586 -2.5427 -0.3401
H -3.4089 -0.2888 -3.4315
H -3.1585 1.5034 -5.0951
H -0.9432 2.5196 -5.5034
H 1.0175 1.7698 -4.2296
H 2.3161 -1.1224 -3.9802
H 1.4151 -2.3811 -3.1028
H 2.9905 -1.8574 -2.4968
H 2.7718 1.4112 -3.0156
H 3.4322 0.6836 -1.5368
H 2.1811 1.9339 -1.4139
S -0.7298 4.0369 -0.3741
C -0.4862 2.4690 -0.4458
N -0.3146 1.3051 -0.5593
N -0.2781 -2.1699 1.1503
C -0.1894 -2.4944 2.2957
N -0.0264 -2.8128 3.4649
C -0.6376 -3.3605 4.4895
N -1.1283 -3.8040 5.4339

---

No. 3
The molecule C3H5N3O, computed with the ωB97M-V functional and the def2-TZVPD basis.

Computed properties:
**SMILES**: Nc1c[nH]c(=O)[nH]1
**Molecular weight**: 99.093 g mol⁻¹
**Maximum force**: 0.35 eV/A
**Calculated total energy**: -9710.3299 eV
**2S+1**: 1
**Energy relative to the best compared isomer or geometry (same formula, charge and spin)**: 0.2539 eV

Geometry (Å):
N 2.0446 -0.2267 -0.0890
C 0.6791 0.0386 0.0194
C -0.0976 1.1414 -0.0564
N -1.4239 0.7264 0.0826
C -1.5138 -0.6520 0.1970
O -2.5201 -1.3350 0.2808
N -0.1927 -1.0471 0.1839
H 2.4031 -0.3501 -1.0222
H 2.6829 0.1907 0.5633
H 0.1593 2.1788 -0.2052
H -2.2486 1.2978 0.0074
H 0.1039 -2.0007 0.3073

---

No. 4
A cluster of 2 separate species, C4H7NO in total, computed with the ωB97M-V functional and the def2-TZVPD basis.

Computed properties:
**Molecular weight**: 85.106 g mol⁻¹
**Maximum force**: 1.05 eV/A
**Calculated total energy**: -7794.8445 eV
**2S+1**: 1
**Energy relative to the best compared isomer or geometry (same formula, charge and spin)**: 4.7999 eV

Geometry (Å):
C -0.4806 0.1435 1.9268
O 0.1997 -0.4940 0.9412
C 0.6829 0.0572 -0.1123
C 1.1750 -0.8052 -1.2186
C -1.7607 0.7738 -0.6039
N -2.0744 1.0335 -1.6873
H -0.6514 -0.5206 2.7669
H -1.6517 0.5701 0.5040
H -0.1682 1.1730 2.1153
H 0.8433 1.1373 -0.1013
H 2.2651 -0.7435 -1.3284
H 0.8959 -1.8465 -1.0396
H 0.7251 -0.4787 -2.1628

---

No. 5
A cluster of 2 separate species, C8H15O3S2 in total, computed with the ωB97M-V functional and the def2-TZVPD basis.

Computed properties:
**Molecular weight**: 223.339 g mol⁻¹
**Maximum force**: 3.79 eV/A
**Calculated total energy**: -36352.7712 eV
**Charge**: -1
**2S+1**: 1

Geometry (Å):
C -0.0726 1.6805 -0.2360
C -5.0146 -0.4543 -0.0159
C -3.5355 0.4868 1.7741
C 4.4475 0.1335 1.5911
C 3.9705 -1.8636 0.0641
C -3.7148 0.0276 0.3664
C 3.6499 -0.3990 0.4116
C 1.4777 1.3184 -0.4554
O -0.5101 2.5617 -0.8885
O -0.5522 0.9722 0.6703
O 2.2668 1.7947 -1.1853
S -2.4801 -1.2916 0.0884
S 1.8808 -0.0467 0.6228
H -5.8217 0.2472 0.1678
H -5.0025 -1.0961 -0.8890
H -5.0993 -1.2931 0.7667
H -2.6025 0.9867 1.9127
H -3.6792 -0.3734 2.4712
H -4.2895 1.1455 2.1528
H 4.2081 -0.4594 2.3889
H 5.5561 0.2764 1.4943
H 3.8774 1.0748 2.0309
H 3.3189 -2.4480 0.7122
H 5.0233 -2.0703 0.2634
H 3.8740 -1.9974 -1.0819
H -3.1741 0.8101 -0.1273
H 3.9118 0.0026 -0.5936
H -1.4948 -0.5154 0.2389

---

No. 6
The molecule C9H5F4P, computed with the ωB97M-V functional and the def2-TZVPD basis.

Computed properties:
**Molecular weight**: 220.105 g mol⁻¹
**Maximum force**: 3.12 eV/A
**Calculated total energy**: -29566.4412 eV
**2S+1**: 1

Geometry (Å):
C -1.2992 -0.4563 1.3477
C -2.5590 1.1854 0.1192
C -0.2017 0.8016 -0.3326
C -0.1182 -0.1965 0.6272
C -2.4267 0.3544 1.1728
C -1.4154 1.3844 -0.6299
C 2.3039 0.0902 -1.2719
C 1.0926 -1.0131 0.7132
C 1.9168 -1.1396 -0.6285
F -3.4935 0.0021 2.0101
F -1.5499 2.2782 -1.6786
F 1.1731 -1.8384 -1.4823
F 2.9601 -2.0327 -0.3174
P 2.5149 1.5913 -1.8024
H -1.4766 -1.1797 2.0562
H -3.5514 1.6029 -0.0071
H 1.6441 -0.7418 1.6651
H 0.7484 -2.0387 1.0758
H 3.7375 1.3462 -2.6364